#i
Entry from the Open Molecules 2025 dataset: an isolated molecule of C6H8O2 (the ωB97M-V functional and the def2-TZVPD basis).

Values from the calculation:
Frontier orbital gap, eV: 9.34
Spin multiplicity: 1
Charge: 0

CARTESIAN COORDINATES (ANGSTROEM)
1 C 0.7273 2.0505 0.6767
2 C -0.1883 0.8445 0.4549
3 C 0.1217 -0.6560 0.9021
4 C 0.0568 -1.2318 -0.4947
5 C -0.8379 -2.3225 -0.9966
6 O -1.5304 -2.9586 -0.2215
7 O 0.9564 -0.4869 -1.2550
8 C -0.1339 0.4101 -1.0456
9 H 1.4456 2.1722 -0.1623
10 H 1.2724 2.0192 1.6420
11 H 0.1440 2.8547 0.7026
12 H -1.1611 0.9562 0.7012
13 H 1.2265 -0.8567 1.1805
14 H -0.5735 -0.9899 1.7576
15 H -0.7831 -2.6553 -1.9751
16 H -0.7424 0.8501 -1.8669

#ii
Entry from the Open Molecules 2025 dataset: a structure of composition C6H8O2 (the ωB97M-V functional and the def2-TZVPD basis).

Values from the calculation:
Frontier orbital gap (spin up / spin down), eV: 9.05 / 6.95
Spin multiplicity: 1
Charge: 0

CARTESIAN COORDINATES (ANGSTROEM)
1 C -1.0175 -1.3570 0.0756
2 C 0.0830 -1.0097 -1.4391
3 C -0.3182 0.1127 -0.4462
4 C 1.0685 0.3207 0.2131
5 C -1.1232 1.2544 -0.5990
6 C 1.4299 1.4243 0.8677
7 O 0.0610 -2.1156 -0.6596
8 O -0.9664 -1.5402 1.4327
9 H -0.1337 -1.1849 1.7802
10 H -1.9990 -1.6383 -0.2934
11 H 0.8075 -0.9817 -2.2512
12 H 1.7817 -0.5016 0.1934
13 H -2.1230 1.2568 -0.1875
14 H -0.7345 2.1947 -0.9631
15 H 2.4298 1.5052 1.2796
16 H 0.7543 2.2602 0.9970

Which structure loses on stability? #ii does.